(1)
Entry from OMol25: C20H32FHfN3O3SSeSi as an isolated structure (ωB97M-V/def2-TZVPD).

The LUMO energy comes out at -5.536 eV. The calculation puts the HOMO-LUMO gap at 8.05 eV. Its HOMO energy is -13.58 eV. As for the total energy: -4408.01953 a.u. The value obtained for the energy relative to the best compared isomer or geometry (same formula, charge and spin) is 0.0 kJ/mol. As for the multiplicity: 1. The total charge is +2.

Atoms and positions in Å:
Hf1 -0.046 0.011 0.283
H1 4.040 0.491 -1.407
H2 -4.157 2.615 1.238
C1 2.955 -2.143 -1.785
C2 1.507 3.520 2.594
H3 -2.047 5.991 -0.379
O1 0.704 -2.077 0.653
H4 5.099 0.333 -2.806
N1 -3.870 -1.893 0.134
H5 -1.559 -3.654 -2.550
C3 -3.236 4.405 0.424
C4 -2.772 -2.017 -0.625
H6 3.180 -0.406 -4.222
H7 3.053 0.756 2.401
H8 -4.125 -0.238 1.394
N2 0.230 2.024 0.367
H9 2.995 2.505 -0.997
H10 -4.428 0.064 -0.334
H11 -5.603 -0.861 0.624
O2 1.309 -0.104 -1.261
H12 2.787 -3.105 -2.269
C5 -3.261 3.081 0.853
H13 2.582 1.034 -3.369
C6 -0.877 4.225 -0.098
H14 2.489 -0.100 1.014
H15 4.813 -2.072 -2.883
H16 2.943 4.084 -0.215
H17 0.285 -3.643 2.999
C7 -0.433 -3.558 2.180
C8 -4.273 -3.138 0.561
N3 -2.488 -3.329 -0.699
H18 2.681 -2.238 -0.735
C9 -2.078 2.400 0.775
H19 -0.233 -4.376 1.490
H20 0.841 3.075 3.335
C10 -3.413 -4.038 0.036
H21 1.071 4.471 2.282
C11 -0.208 -2.252 1.514
Se1 -1.890 -0.651 -1.579
C12 -4.548 -0.645 0.480
H22 -5.141 -3.280 1.181
H23 5.000 -1.753 -1.167
C13 3.060 3.014 -0.034
C14 -1.419 -3.916 -1.504
C15 4.213 -0.077 -2.323
C16 2.178 0.646 1.754
H24 4.062 2.865 0.374
C17 -2.054 4.962 -0.046
H25 -3.396 -5.111 0.103
H26 1.412 0.220 2.425
C18 3.002 0.037 -3.238
H27 0.036 4.673 -0.470
S1 1.736 -0.985 -2.474
H28 -0.453 -3.548 -1.161
C19 4.361 -1.569 -2.029
H29 -1.437 -3.614 2.592
H30 -1.464 -4.995 -1.390
O3 -0.924 -1.223 1.796
H31 -4.140 4.996 0.461
Si1 1.754 2.409 1.137
H32 2.460 3.740 3.079
F1 -1.996 1.055 1.184
C20 -0.868 2.902 0.331


(2)
Entry from OMol25: C23H45HfN4O2P3 as an isolated structure at a distorted geometry (ωB97M-V/def2-TZVPD).

The LUMO energy (alpha / beta) comes out at -15.597 / -15.608 eV. The calculation puts the HOMO-LUMO gap (alpha / beta) at 2.01 / 1.98 eV. Its HOMO energy (alpha / beta) is -17.61 / -17.58 eV. As for the total energy: -2343.29475 a.u. The value obtained for the energy relative to the best compared isomer or geometry (same formula, charge and spin) is 59.7 kJ/mol. As for the multiplicity: 1. The total charge is +4.

Atoms and positions in Å:
C1 0.708 1.038 -3.186
H1 -1.585 0.227 4.828
C2 -3.575 -2.374 -1.134
H2 -1.738 -2.026 5.324
P1 -0.871 2.997 -0.719
H3 3.063 -3.074 -0.189
N1 0.332 -2.179 5.656
P2 3.384 -0.695 0.236
O1 1.572 1.256 0.861
H4 2.429 -2.307 5.545
H5 -1.383 -2.268 -3.041
C3 -0.814 -1.347 -3.025
H6 1.303 1.931 -3.308
H7 -0.307 5.198 -1.434
H8 0.599 -0.823 2.068
H9 4.900 -1.647 1.755
H10 4.646 1.321 -0.022
H11 4.570 0.044 2.151
C4 -0.665 0.075 4.246
H12 -2.724 3.149 -2.283
N2 1.725 -1.412 3.773
H13 -0.883 -3.270 4.323
O2 -2.604 0.851 1.134
H14 1.845 0.707 3.613
H15 -2.081 -4.536 -0.161
C5 -1.865 0.571 0.258
C6 -1.451 -0.126 -3.326
C7 -2.536 3.504 -1.269
H16 -3.759 -1.789 1.554
H17 -0.825 -3.891 -1.260
C8 4.100 -0.903 1.859
C9 0.517 -1.533 2.905
H18 -2.126 -1.854 2.299
C10 1.343 -0.200 -2.936
C11 1.566 -2.400 4.870
H19 1.516 -3.402 4.433
H20 -4.223 -1.496 -1.035
H21 2.571 -0.006 5.105
H22 -1.555 3.284 1.608
N3 -0.726 -1.280 3.626
C12 0.580 -1.389 -2.812
H23 -1.233 4.838 0.770
H24 -0.557 -0.641 6.780
C13 0.371 -0.810 6.222
C14 3.679 -2.259 -0.586
H25 3.577 -2.178 -1.672
H26 1.152 4.209 -1.225
N4 0.485 0.219 5.149
P3 -2.065 -2.135 -0.122
H27 1.245 -0.719 6.887
Hf1 -0.272 0.142 -1.415
H28 -3.282 3.108 -0.580
C15 -2.786 -2.285 1.534
C16 -0.827 -2.259 4.750
H29 0.145 3.826 1.324
H30 5.416 -0.103 -0.792
C17 1.706 0.257 0.116
H31 -1.189 2.011 -3.679
H32 -0.548 -3.918 0.510
H33 -3.321 -2.537 -2.187
H34 3.363 -1.257 2.593
C18 1.722 -0.047 4.403
C19 0.137 4.222 -1.619
C20 -0.701 1.081 -3.369
H35 1.058 -2.331 -2.552
H36 2.427 -0.251 -2.847
H37 -4.106 -3.252 -0.745
H38 -0.585 0.820 3.445
H39 -2.934 -3.349 1.749
H40 4.729 -2.507 -0.374
H41 -2.520 -0.113 -3.586
H42 0.503 -2.561 2.514
C21 -0.876 3.807 0.920
C22 -1.296 -3.780 -0.279
C23 4.467 0.435 -0.646
H43 0.139 4.018 -2.685
H44 4.032 0.687 -1.622
H45 -2.567 4.597 -1.246


(3)
Entry from OMol25: an isolated molecule of C4H5NO at a distorted geometry (ωB97M-V/def2-TZVPD).

The LUMO energy comes out at 0.759 eV. The SMILES is C[C@@]1(C#N)CO1. The calculation puts the HOMO-LUMO gap at 11.79 eV. Its HOMO energy is -11.03 eV. As for the total energy: -285.34235 a.u. The value obtained for the energy relative to the best compared isomer or geometry (same formula, charge and spin) is 189.7 kJ/mol. As for the multiplicity: 1. The total charge is 0.

Atoms and positions in Å:
C1 -1.354 -0.323 0.021
C2 1.166 -0.598 0.304
H1 -1.977 -0.347 -0.875
C3 0.055 0.235 -0.177
H2 -1.896 0.222 0.803
H3 0.926 -1.623 0.562
N1 0.955 2.660 -0.491
H4 -1.260 -1.353 0.385
H5 1.996 -0.135 0.833
O1 0.973 -0.393 -1.081
C4 0.416 1.656 -0.283


(4)
Entry from OMol25: an isolated ion of composition C8H16Br2F2N and charge +1 at a distorted geometry (ωB97M-V/def2-TZVPD).

The LUMO energy comes out at -2.594 eV. The SMILES is CCCC[NH+](C[C@@H](F)Br)C[C@@H](F)Br. The calculation puts the HOMO-LUMO gap at 11.54 eV. Its HOMO energy is -14.13 eV. As for the total energy: -5716.54024 a.u. The value obtained for the energy relative to the best compared isomer or geometry (same formula, charge and spin) is 205.1 kJ/mol. As for the multiplicity: 1. The total charge is +1.

Atoms and positions in Å:
C1 -0.397 1.285 1.613
F1 0.420 3.621 0.970
C2 2.001 0.995 0.780
H1 -1.497 3.540 1.834
H2 0.124 0.825 -0.379
C3 -0.750 3.000 1.032
Br1 -1.378 2.809 -0.698
H3 0.113 -1.122 1.754
N1 0.506 0.738 0.656
H4 -1.487 -1.933 0.651
Br2 4.578 1.163 -0.307
H5 0.374 0.067 -1.988
H6 2.432 -0.136 -1.120
C4 0.212 -0.781 0.786
C5 -0.988 -1.710 -1.381
H7 2.522 0.139 1.478
H8 2.046 1.923 1.153
C6 2.653 0.897 -0.574
C7 -0.632 -0.484 -2.247
H9 -2.071 -2.073 -1.812
F2 2.021 1.679 -1.522
H10 -1.717 -0.439 0.159
H11 0.129 1.238 2.523
H12 -1.476 0.307 -2.055
H13 1.058 -1.412 0.197
C8 -1.072 -1.236 0.073
H14 -0.454 -0.799 -3.209
H15 -1.463 0.997 1.654
H16 -0.224 -2.476 -1.425


(5)
Entry from OMol25: C3H6O2 as an isolated structure at a distorted geometry (ωB97M-V/def2-TZVPD).

The LUMO energy comes out at 0.411 eV. The calculation puts the HOMO-LUMO gap at 8.58 eV. Its HOMO energy is -8.17 eV. As for the total energy: -268.23961 a.u. The value obtained for the energy relative to the best compared isomer or geometry (same formula, charge and spin) is 434.8 kJ/mol. As for the multiplicity: 1. The total charge is 0.

Atoms and positions in Å:
H1 1.218 -2.272 -0.453
C1 -0.186 -0.549 0.267
H2 -0.006 0.461 0.976
O1 -0.896 -1.530 0.483
H3 -0.392 1.950 -0.347
C2 1.129 -0.410 -0.162
H4 1.632 0.527 -0.349
C3 -1.043 1.153 -0.001
O2 1.828 -1.516 -0.496
H5 -1.667 0.773 -0.800
H6 -1.617 1.413 0.883


(6)
Entry from OMol25: a 3-piece molecular cluster, C5H17NO2 overall at a distorted geometry (ωB97M-V/def2-TZVPD).

The LUMO energy comes out at 0.339 eV. The SMILES is CCCN(C)C.O.O. The calculation puts the HOMO-LUMO gap at 8.75 eV. Its HOMO energy is -8.41 eV. As for the total energy: -405.86457 a.u. The value obtained for the energy relative to the best compared isomer or geometry (same formula, charge and spin) is 204.5 kJ/mol. As for the multiplicity: 1. The total charge is 0.

Atoms and positions in Å:
H1 -1.443 2.348 2.433
O1 -0.163 1.581 -2.994
H2 1.903 -1.407 1.043
C1 -0.444 0.074 0.055
O2 1.973 -0.057 -2.562
H3 -2.444 0.200 1.062
H4 1.103 -2.131 -0.572
H5 0.092 2.472 -2.668
H6 -1.985 1.553 0.084
N1 -0.216 -1.208 0.781
H7 0.973 -2.127 2.400
H8 2.349 0.490 -1.848
H9 -0.651 -2.160 -1.117
C2 0.069 -2.266 -0.280
H10 -1.105 1.785 -3.036
H11 -0.829 -0.250 -1.014
H12 -0.228 -3.261 0.146
H13 0.484 0.659 0.004
C3 -1.573 0.836 0.839
H14 0.144 1.840 1.657
C4 -0.822 1.529 2.041
H15 -0.688 0.751 2.758
H16 1.365 0.510 -3.057
H17 1.192 -0.431 2.197
C5 0.944 -1.330 1.647